1.
Density functional theory data (the ωB97M-V functional and the def2-TZVPD basis) for a 2-piece molecular cluster, FH5N3P overall.

Properties
highest occupied orbital energy (alpha / beta): -8.63 / -10.08 eV
frontier orbital gap (alpha / beta): 0.28672 / 0.32511 hartree

Geometry as ORCA input:
```
! wB97M-V def2-TZVPD RIJCOSX def2/J DEFGRID3
* xyz 0 1
N -1.8484 -0.1446 1.3482
N -0.7712 -1.0235 -0.9573
N 2.5511 0.3319 0.2491
F -0.8548 1.4434 -0.3473
P -0.6839 0.0741 0.3326
H -2.1339 0.8081 1.4808
H -1.1235 -1.8823 -0.5938
H -0.0091 -1.1380 -1.5026
H 2.1568 1.1472 0.7471
H 2.7169 0.3837 -0.7567
*
```

The molecule's natural (NBO) atomic charges, reported in e, are given here: N -1.15; N -1.13; N -0.69; F -0.57; P 1.75; H 0.36; H 0.40; H 0.39; H 0.32; H 0.31

2.
Density functional theory data (the ωB97M-V functional and the def2-TZVPD basis) for C51H65CaGeN5O3PS as an isolated structure.

Properties
highest occupied orbital energy: -3.77 eV
frontier orbital gap: 0.20751 hartree

Geometry as ORCA input:
```
! wB97M-V def2-TZVPD RIJCOSX def2/J DEFGRID3
* xyz -1 1
Ca 2.2899 11.6074 26.0530
C 1.5811 7.7450 31.9446
C 1.5329 8.7067 30.6853
C 1.7959 10.1910 31.1106
P 0.2237 8.5148 29.3650
C 0.0948 6.5997 29.2560
C 0.5010 6.2098 27.8224
C -1.2466 6.1146 29.7846
C -1.2479 9.2756 30.0678
C -1.5470 8.8488 31.3910
C -2.7708 9.1906 32.0187
C -3.2214 8.6884 33.3878
C -3.6684 10.0563 31.3388
C -3.3514 10.5437 30.0876
C -2.0964 10.3134 29.4542
N -1.6588 11.0108 28.3647
C -2.6306 11.5188 27.4592
C -3.2133 10.6077 26.5510
C -3.1931 9.1236 26.6860
C -3.8824 11.1254 25.4395
C -3.9830 12.4863 25.1548
C -4.7029 12.9756 23.9668
C -3.5063 13.4004 26.1468
C -2.9737 12.8913 27.3031
C -2.6442 13.9187 28.3664
H 0.8384 8.0740 32.7474
H 2.6150 7.7825 32.2990
H 1.3559 6.6979 31.7065
H 2.3870 8.3614 30.0776
H 1.1866 10.5094 31.9408
H 1.5831 10.8727 30.2771
H 2.8472 10.2417 31.4834
H 0.8624 6.3382 29.9591
H 1.4766 6.6681 27.6552
H -0.2603 6.5518 27.0969
H 0.7304 5.1648 27.7205
H -2.1040 6.5068 29.3100
H -1.3197 6.2427 30.8798
H -1.2603 4.9904 29.6516
H -0.8433 8.2175 31.9077
H -3.6534 7.6972 33.2750
H -3.8477 9.4537 33.8126
H -2.3164 8.5941 33.9677
H -4.5930 10.3087 31.8717
H -4.0669 11.0538 29.4884
H -3.5991 8.6889 25.7950
H -3.7659 8.7157 27.5503
H -2.1018 8.7947 26.7640
H -4.4070 10.4183 24.8404
H -4.6795 14.0635 23.8718
H -5.7814 12.7404 24.0303
H -4.2758 12.5671 23.0418
H -3.8101 14.4161 26.0610
H -3.5473 14.3938 28.8183
H -2.1512 14.7033 27.7921
H -2.0903 13.4776 29.1961
O 0.7675 12.0235 27.9035
H 0.8724 12.8172 28.4557
H -0.2214 11.6492 28.2246
O 1.5722 9.8107 25.1979
H 3.5030 14.3662 24.6257
H 0.9037 9.1377 25.1200
O 3.6400 9.6592 26.2769
H 4.3308 8.9999 26.2864
H 2.7733 9.2241 25.8238
N 5.6070 13.8999 28.9939
C 5.7662 12.5324 29.3715
C 4.8583 11.8138 28.6468
N 4.1041 12.6924 27.8445
C 4.6480 13.9084 28.0160
H 6.3098 14.6245 29.1595
H 6.4273 12.2471 30.1486
H 4.7974 10.7292 28.4573
H 4.2632 14.8491 27.5765
C 3.4924 13.2843 24.4648
Ge 3.6907 13.0536 22.4931
C 3.2879 11.2340 21.9959
C 4.1318 10.1823 22.3332
C 3.7479 8.8794 22.0568
C 2.5992 8.5983 21.2965
C 1.7738 9.6309 20.9456
C 2.0444 10.9677 21.4158
C 2.4335 13.9916 21.3889
C 2.3637 13.5731 20.0207
C 1.6113 14.3294 19.0942
C 0.9484 15.5007 19.4501
C 1.0990 15.9529 20.8022
C 1.7558 15.1744 21.7500
C 5.5957 13.7297 22.2133
C 6.2542 14.7712 22.8876
C 7.6701 14.9084 22.9501
C 8.4482 14.0909 22.0973
C 7.8219 13.2074 21.2234
C 6.4459 13.0447 21.2889
H 4.4320 13.0164 24.9660
H 5.0649 10.3799 22.8861
H 4.3304 7.9637 22.4404
H 2.3865 7.5674 21.0555
H 0.9288 9.4556 20.2653
H 1.3058 11.7643 21.2816
H 2.8149 12.6364 19.6788
H 1.6290 13.9183 18.0884
H 0.4407 16.1011 18.7514
H 0.5368 16.8392 21.1697
H 1.6638 15.4479 22.8629
H 5.6811 15.4392 23.5319
H 8.0670 15.7690 23.5021
H 9.5179 14.0761 22.0694
H 8.4023 12.5234 20.6801
H 5.9563 12.2912 20.7046
N 4.6224 4.3070 27.2937
C 4.1340 4.5944 26.0834
S 4.5286 5.9436 25.1818
N 3.2523 3.6518 25.6293
C 2.5617 3.7184 24.3929
C 1.9443 4.9204 24.0122
C 1.6338 5.1785 22.6694
C 1.8129 4.1295 21.7540
C 2.3373 2.8877 22.1224
C 2.7479 2.6730 23.4360
H 5.2924 4.8854 27.7536
H 4.1156 3.6299 27.8981
H 3.2191 2.8449 26.2509
H 1.8097 5.7026 24.8073
H 1.2315 6.1215 22.3108
H 1.6129 4.2642 20.7168
H 2.3772 2.1056 21.3698
H 3.2986 1.7469 23.6264
*
```

Results of the Löwdin charge analysis, in e, for atoms 1 through 99: Ca 1.32; C -0.13; C -0.55; C -0.11; P 1.06; C -0.54; C -0.14; C -0.13; C -0.32; C -0.09; C -0.29; C -0.07; C -0.07; C -0.04; C -0.30; N 0.01; C -0.21; C -0.21; C -0.05; C -0.03; C -0.28; C -0.09; C -0.03; C -0.22; C -0.06; H 0.08; H 0.06; H 0.05; H 0.08; H 0.06; H 0.05; H 0.07; H 0.05; H 0.05; H 0.08; H 0.05; H 0.05; H 0.07; H 0.08; H 0.06; H 0.07; H 0.06; H 0.06; H 0.10; H 0.09; H 0.05; H 0.09; H 0.10; H 0.10; H 0.07; H 0.08; H 0.08; H 0.10; H 0.08; H 0.07; H 0.07; O -0.28; H 0.02; H 0.05; O -0.52; H -0.10; H -0.04; O -0.27; H 0.00; H 0.00; N 0.03; C -0.10; C -0.13; N 0.01; C -0.18; H 0.15; H 0.09; H 0.10; H 0.13; C -0.42; Ge 0.90; C -0.31; C -0.12; C -0.09; C -0.12; C -0.08; C -0.10; C -0.29; C -0.12; C -0.10; C -0.09; C -0.10; C -0.12; C -0.23; C -0.12; C -0.09; C -0.11; C -0.11; C -0.12; H -0.08; H 0.11; H 0.11; H 0.08; H 0.10

3.
Density functional theory data (the ωB97M-V functional and the def2-TZVPD basis) for one molecule with the formula C8H11N2O2PS2.

Properties
highest occupied orbital energy: -9.10 eV
frontier orbital gap: 0.31871 hartree
SMILES: CC(=O)OCC[C@H](C#N)[C@@](S)(C#N)[PH2]=S

Geometry as ORCA input:
```
! wB97M-V def2-TZVPD RIJCOSX def2/J DEFGRID3
* xyz 0 1
C -2.9508 0.1622 1.5478
C -2.1237 1.2541 0.7205
O -1.4580 2.1111 1.3937
O -2.0901 1.3908 -0.7006
C -1.7252 0.1562 -1.3691
C -0.1860 0.0669 -1.8259
C 0.8804 0.5357 -0.7150
C 2.1595 1.1002 -1.5470
N 3.1622 1.5179 -2.0783
C 1.4462 -0.6492 0.2221
S 0.1272 -1.8424 0.8217
C 2.4845 -1.5499 -0.6415
N 3.4057 -2.1727 -1.1077
P 2.3269 -0.0226 1.8104
S 3.9014 1.0671 1.4477
H -2.1692 -0.4284 2.1707
H -3.4059 -0.6267 0.8273
H -3.7306 0.5896 2.2635
H -2.3565 0.1171 -2.3437
H -1.9750 -0.8011 -0.7959
H -0.0416 0.7051 -2.7826
H -0.0076 -1.0345 -2.1524
H 0.4735 1.4252 -0.1170
H -0.3327 -2.6075 -0.2624
H 1.3864 0.7076 2.6467
H 2.7991 -1.1718 2.5668
*
```

The molecule's natural (NBO) atomic charges, reported in e, are given here: C -0.74; C 0.79; O -0.57; O -0.52; C -0.09; C -0.43; C -0.33; C 0.26; N -0.28; C -0.50; S -0.02; C 0.23; N -0.25; P 0.80; S -0.50; H 0.26; H 0.22; H 0.27; H 0.21; H 0.19; H 0.26; H 0.23; H 0.30; H 0.17; H 0.04; H 0.03

4.
Density functional theory data (the ωB97M-V functional and the def2-TZVPD basis) for a 8-piece molecular cluster, C6H26NO8 overall.

Properties
highest occupied orbital energy: -6.22 eV
frontier orbital gap: 0.34169 hartree

Geometry as ORCA input:
```
! wB97M-V def2-TZVPD RIJCOSX def2/J DEFGRID3
* xyz -1 1
C 1.1746 -0.2747 -0.6751
O -0.2031 -0.1116 -0.8109
C 1.3681 -0.6275 0.8371
C 0.7668 -1.9425 1.2473
C -0.1296 -1.8464 2.4936
C -2.6720 -1.8587 2.2845
C -1.5103 -1.2978 2.0024
N 2.8357 -0.5556 1.0613
H 1.6179 0.6572 -0.9914
H 1.4260 -1.1708 -1.3251
H 0.8906 0.2108 1.3595
H 0.0157 -2.2186 0.3979
H 1.5650 -2.6873 1.2909
H 0.3182 -1.3648 3.3629
H -0.4344 -2.9012 2.7325
H -2.7169 -2.6408 3.0208
H -3.6126 -1.3912 2.0302
H -1.3241 -0.3754 1.4652
H 3.0845 -0.4399 2.0320
H 3.3734 -1.3185 0.6539
H -1.0104 1.1731 -3.2608
H -0.8217 -0.0749 -2.5009
O -0.9191 0.2188 -3.4246
H -0.6389 1.8498 1.0514
H 0.5939 2.4673 1.8738
O -0.3650 2.3116 1.8481
H 2.4867 3.1866 0.6487
H 2.6446 1.6897 1.0835
O 2.4486 2.5839 1.4004
H -0.0193 -2.8370 -3.3281
H 0.2001 -1.2532 -3.6534
O 0.3238 -2.1763 -3.9249
H -2.8095 -0.1807 -1.5995
H -2.6938 -0.6193 -2.9238
O -3.2707 -0.8283 -2.1575
H -0.5183 0.9026 -1.1082
H -1.6653 2.4475 -1.0684
O -0.9464 2.1490 -1.6349
H 0.4778 3.0423 -0.8886
H -0.0834 4.0932 -0.2087
O 0.7527 4.0099 -0.6930
*
```

The molecule's natural (NBO) atomic charges, reported in e, are given here: C -0.06; O -0.87; C -0.08; C -0.43; C -0.44; C -0.43; C -0.13; N -0.89; H 0.18; H 0.16; H 0.20; H 0.23; H 0.20; H 0.21; H 0.19; H 0.18; H 0.20; H 0.21; H 0.36; H 0.36; H 0.52; H 0.49; O -1.03; H 0.48; H 0.50; O -1.00; H 0.50; H 0.49; O -0.99; H 0.47; H 0.51; O -0.99; H 0.47; H 0.49; O -0.97; H 0.50; H 0.44; O -1.21; H 0.50; H 0.46; O -1.00